Entry 1:
Computed, not measured: 2 unconnected molecules or ions with the total composition C8H12O2 in a non-equilibrium geometry, with the ωB97M-V functional and the def2-TZVPD basis.

```
22
Properties=species:S:1:pos:R:3:forces:R:3
C 1.98484 1.41006 -4.24658 0.19 0.08 -0.10
C 0.71689 1.68033 -3.57003 -1.13 -0.03 0.57
C -0.34598 1.83536 -3.00721 1.05 -0.18 -0.54
C -1.62283 1.96441 -2.31069 -0.06 0.26 0.07
C -2.73607 0.99430 -2.82416 -0.15 0.01 -0.24
C -2.43358 0.02784 -1.65033 0.10 -0.36 0.04
C -1.67962 1.16978 -0.99432 0.36 0.17 0.32
C -1.83753 1.70204 0.35388 0.08 0.17 0.06
O -0.60797 1.08766 -0.06407 -0.57 -0.02 -0.37
H 2.56865 2.33377 -4.36400 -0.13 -0.26 0.01
H 1.81119 0.98362 -5.24456 0.05 0.13 0.27
H 2.58755 0.69479 -3.66979 -0.16 0.20 -0.14
H -1.91466 3.02031 -2.22564 0.08 -0.25 -0.05
H -2.59191 0.59891 -3.83551 -0.03 0.13 0.28
H -3.72848 1.45388 -2.74710 0.23 -0.12 -0.01
H -1.75203 -0.77916 -1.94977 -0.16 0.19 0.08
H -3.28103 -0.39351 -1.09738 0.20 0.09 -0.14
H -1.77571 2.78226 0.51239 -0.05 -0.27 0.02
H -2.40684 1.13019 1.09048 0.10 0.17 -0.15
O 1.10897 -0.89377 1.47710 0.03 0.49 0.91
H 1.03345 -0.20162 2.16973 0.03 -0.66 -0.77
H 1.85405 -0.61127 0.94039 -0.03 0.07 -0.09
```
Forces are in eV/Å.

Summary:
ΔE to the lowest compared entry with this formula, charge and spin, kJ/mol: 335.4
HOMO level, eV: -9.27
SMILES string: CC#C[C@H]1CC[C@]12CO2.O
LUMO, eV: 0.9
Orbital gap, eV: 10.17
2S+1: 1
DFT total energy, eV: -12581.96190

Here are the natural (NBO) charges for atoms 1 to 6, given in e: atom 1 (C): -0.682, atom 2 (C): 0.011, atom 3 (C): -0.030, atom 4 (C): -0.308, atom 5 (C): -0.375, atom 6 (C): -0.429



Entry 2:
Computed, not measured: a molecular structure, C5H6O2 in a non-equilibrium geometry, with the ωB97M-V functional and the def2-TZVPD basis.

```
13
Properties=species:S:1:pos:R:3:forces:R:3
C 1.44330 -0.70051 -0.54600 -0.51 0.21 1.17
O 0.78108 -0.48808 1.50280 0.79 -0.55 -1.90
C -0.52194 -0.14319 1.30490 -0.05 -0.63 -1.01
C -0.82295 1.10408 0.52213 -0.14 0.46 0.13
O 0.37151 1.43085 -0.19370 -0.18 0.38 -0.42
C 0.30743 0.16300 -0.85782 0.02 -0.13 -0.32
C -0.99187 -0.19943 -0.19270 -0.08 -0.55 0.50
H 1.36066 -1.73162 -0.93356 -0.08 0.30 0.82
H 2.43255 -0.26102 -0.77581 -0.40 -0.17 1.09
H -1.29489 -0.51351 2.00675 0.65 0.10 -0.34
H -1.53141 1.89576 0.73624 0.14 0.00 0.08
H 0.25967 0.24069 -1.95373 -0.16 0.20 -0.06
H -1.79313 -0.79701 -0.61950 0.00 0.38 0.27
```
Forces are in eV/Å.

Summary:
ΔE to the lowest compared entry with this formula, charge and spin, kJ/mol: 532.5
HOMO level (alpha / beta), eV: -8.70 / -8.70
LUMO (alpha / beta), eV: -0.5 / -0.5
Orbital gap (alpha / beta), eV: 8.18 / 8.18
2S+1: 1
DFT total energy, eV: -9371.57618

Here are the natural (NBO) charges for atoms 1 to 6, given in e: atom 1 (C): -0.023, atom 2 (O): -0.563, atom 3 (C): 0.069, atom 4 (C): 0.069, atom 5 (O): -0.492, atom 6 (C): -0.006



Entry 3:
Computed, not measured: a single C4H3PS molecule in a non-equilibrium geometry, with the ωB97M-V functional and the def2-TZVPD basis.

```
9
Properties=species:S:1:pos:R:3:forces:R:3
C -0.05952 3.12258 0.59274 -2.22 -2.32 -7.85
C -0.48713 2.57778 -0.70932 2.60 3.80 7.41
S -0.74361 1.46895 -1.97859 -0.04 -0.22 -0.12
C -0.84383 0.36691 -0.57474 0.20 -0.25 -0.13
C 0.36892 0.18683 0.28064 -0.24 0.22 -0.01
P -0.77732 1.46295 1.02174 -0.11 -1.34 0.58
H -1.60252 -0.40117 -0.63103 -0.06 0.09 0.03
H 0.42836 -0.76264 0.79642 -0.11 -0.04 0.10
H 1.31865 0.53777 -0.10679 -0.03 0.06 -0.01
```
Forces are in eV/Å.

Summary:
ΔE to the lowest compared entry with this formula, charge and spin, kJ/mol: 199.0
HOMO level, eV: -8.21
SMILES string: C1=C2S[C@H]3C[P@@]=123
LUMO, eV: -0.1
Orbital gap, eV: 8.13
2S+1: 1
DFT total energy, eV: -24314.68756

Here are the natural (NBO) charges for atoms 1 to 6, given in e: atom 1 (C): -0.317, atom 2 (C): -0.329, atom 3 (S): 0.381, atom 4 (C): -0.557, atom 5 (C): -0.710, atom 6 (P): 0.782